[1]
24
Properties=species:S:1:pos:R:3:lowdin_charge:R:1 method="wB97M-V/def2-TZVPD" e_tot_ha=-497.03157 lumo_ev=0.47 homo_energy_ev=-9.53 charge=0 smiles="CNC(C)=O.CNC(C)=O"
O -0.8197 -1.9360 -3.1012 0.0434
O -0.7539 0.9305 3.1506 0.0724
N 0.1511 -0.4304 -1.7269 -0.0011
N 0.6903 0.4852 1.4459 -0.0155
C -0.5930 2.5345 1.3956 -0.0074
C 1.2444 -0.6826 2.1277 -0.0675
C 0.5295 0.4413 -2.8162 -0.0789
C -1.1285 -2.2634 -0.7561 -0.0021
C -0.2186 1.2793 2.1269 -0.5514
C -0.5997 -1.5461 -1.9691 -0.5566
H 1.3218 1.1036 -2.4482 0.0797
H 0.7508 -1.5793 1.7736 0.0695
H -0.2563 1.1241 -3.0932 0.0749
H 0.8150 -0.1392 -3.6900 0.0858
H -0.6107 3.4502 1.9864 0.0857
H 0.9794 -0.6453 3.1727 0.0750
H -1.3169 -1.5922 0.0765 0.0676
H 1.3911 1.0236 0.9530 0.1235
H 0.1669 -0.1118 -0.7698 0.0851
H -0.0684 2.7678 0.4637 0.0727
H -1.6313 2.3791 1.0731 0.0935
H 2.3186 -0.7677 2.0893 0.0831
H -1.9915 -2.8438 -1.0457 0.0805
H -0.3703 -2.9814 -0.4183 0.0880


[2]
7
Properties=species:S:1:pos:R:3:lowdin_charge:R:1 method="wB97M-V/def2-TZVPD" e_tot_ha=-494.52700 lumo_ev=1.13 homo_energy_ev=-9.66 charge=0 smiles="OP1=CC=1"
P -0.7560 -0.8105 -0.2096 0.8597
O -1.6448 0.6936 -0.1236 -0.4032
C 0.8680 -0.1967 -0.7185 -0.3171
C 0.8209 -0.2724 0.5732 -0.2737
H 1.3688 -0.2678 1.4478 0.0296
H -1.9229 0.6952 0.7950 -0.0039
H 1.2660 0.1586 -1.7643 0.1086


[3]
51
Properties=species:S:1:pos:R:3:lowdin_charge:R:1 method="wB97M-V/def2-TZVPD" e_tot_ha=-3394.37952 lumo_ev="3.90 / 3.90" homo_energy_ev="-1.17 / -1.16" charge=-2 spin_multiplicity=5
Te -2.0539 11.8120 9.4360 0.3585
Fe 2.3068 11.6206 10.6383 0.9004
S 1.1444 16.2486 15.5149 1.0280
O 3.3384 9.8619 11.1467 -0.1371
O 3.2329 14.4753 13.6391 0.0027
O 3.5569 12.8840 6.8284 0.0013
O 3.5801 8.4438 12.9156 0.0098
O 2.2412 12.7345 12.6341 -0.0592
O 2.4405 11.7237 8.4300 -0.0849
N -0.6949 15.4077 13.9785 0.0585
N 3.0644 13.4850 10.2757 0.0822
N 0.8307 10.2972 11.5536 -0.0367
C -5.6628 12.0834 12.8880 -0.1565
C -4.6512 13.0088 12.8816 -0.1435
C 2.1899 17.3299 11.8053 -0.1488
C 4.2517 15.3500 11.1004 -0.0358
C 2.9344 13.7927 12.6684 -0.6053
C 3.1328 12.6952 7.9732 -0.6129
C 1.1084 16.8374 11.1093 -0.0782
C -5.6843 11.1373 11.8385 -0.1177
C 2.3515 17.2364 13.1541 -0.0996
C 3.4518 14.2628 11.2824 -0.1590
C 1.2981 16.6103 13.8240 -0.4868
C 0.2071 16.0740 13.1799 -0.3431
C 4.5272 15.7148 9.7850 -0.0554
C 1.5261 9.5211 12.5888 -0.1775
C -3.5796 12.9412 11.9676 -0.1577
C 2.9654 9.2175 12.2183 -0.6788
C 4.1666 14.8880 8.7230 0.0151
C -0.3178 15.4464 15.2088 -0.4890
C -4.6748 11.1674 10.8464 -0.2210
C 0.1195 16.1562 11.7867 0.0112
C 3.4546 13.7214 9.0501 -0.1686
C -3.5975 12.0400 10.8751 -0.7697
H 4.3601 15.1410 7.6996 0.1044
H 0.3975 9.7494 10.8226 0.0598
H -4.6307 13.7665 13.6818 0.0919
H -2.7293 13.6342 12.0319 0.0714
H 1.0933 8.5382 12.7675 0.1080
H -0.0062 10.8063 11.8866 0.0657
H -6.4047 10.3104 11.8002 0.0814
H 4.5884 15.8872 11.9777 0.1142
H 5.0435 16.6473 9.5647 0.0999
H 2.9517 17.8293 11.2644 0.0887
H 3.2323 17.5924 13.7186 0.1234
H 1.0437 17.0968 10.0504 0.1123
H -6.4560 12.1367 13.6183 0.0732
H -0.7624 15.6994 11.3315 0.1184
H 1.4986 10.0322 13.5488 0.1175
H -0.8651 15.0171 16.0417 0.0688
H -4.7614 10.3969 10.1058 0.0561


[4]
87
Properties=species:S:1:pos:R:3:lowdin_charge:R:1 method="wB97M-V/def2-TZVPD" e_tot_ha=-4671.70978 lumo_ev="2.43 / 2.43" homo_energy_ev="-4.60 / -4.53" charge=-1 spin_multiplicity=2
Cu -0.1020 -0.2575 0.0528 0.0505
Cl -0.8078 -1.5875 -1.5514 0.1590
Cl -1.0296 -1.2156 1.8693 0.1811
P -3.3811 1.0812 0.5602 0.8226
O 0.1114 1.5987 -1.7007 -0.0657
O 0.5318 1.6922 1.0938 -0.0632
O 1.8258 -0.3747 -0.3894 -0.2751
O -2.0593 0.5836 0.0555 -0.4649
N 0.8408 0.4295 -3.5365 -0.1924
N 1.9694 3.4168 1.5202 -0.1823
C 1.3668 3.7479 2.7992 -0.0369
C 1.5252 2.3792 0.7848 -0.2642
C -2.6142 4.2005 -1.9361 -0.0733
C -7.0912 -1.4669 -0.4265 -0.0953
C 1.0087 1.2469 -2.4806 -0.3339
C -3.5412 1.3191 2.3611 -0.2634
C -4.8801 3.1180 -0.6752 -0.0999
C 4.2449 -3.1240 -0.3553 -0.0590
C 3.0937 -2.3882 -0.6671 -0.1727
C 1.9803 -0.2599 -4.0991 -0.0589
C -4.8009 1.5177 2.9558 -0.0981
C 3.0179 4.2985 1.0386 -0.0579
C -4.9283 1.5307 4.3519 -0.0994
C -2.5568 1.1666 4.5814 -0.0765
C -2.4177 1.1951 3.1940 -0.1183
C -6.5347 -0.6325 -1.3958 -0.0863
C -3.8875 4.6980 -2.2351 -0.0980
C -5.2482 -0.9464 1.0618 -0.0619
C -2.4711 3.1748 -1.0009 -0.0484
C -3.8106 1.3457 5.1699 -0.0950
C -4.7740 0.0026 0.1405 -0.2506
C 2.2601 -1.6264 1.6481 -0.2787
C 2.7136 -1.1913 0.2418 -0.4134
C 1.7214 -2.8428 1.8282 -0.1480
C -3.6058 2.6185 -0.3775 -0.2456
C 1.0380 -3.3204 3.0671 -0.1559
C -5.3507 0.0640 -1.1384 -0.0716
C -5.0134 4.1628 -1.6017 -0.0964
C 3.8020 -4.6306 -2.2086 -0.1234
C 4.5945 -4.2458 -1.1123 -0.1130
C 2.6587 -3.8853 -2.5264 -0.0941
C 2.2873 -0.5428 2.6720 -0.0722
C -6.4316 -1.6415 0.7904 -0.0803
C 2.2998 -2.7802 -1.7448 -0.0698
C -0.4614 0.2060 -4.1336 -0.0979
H 4.8400 -2.8110 0.5104 0.1122
H 1.3931 0.0890 2.5360 0.0410
H 0.7340 4.6405 2.7049 0.0920
H 2.0598 1.5723 -2.3463 0.1329
H -8.0214 -1.9923 -0.6263 0.0961
H -5.6925 1.6367 2.3346 0.1040
H 2.1451 2.1780 -0.1083 0.1303
H 4.0695 -5.5123 -2.8019 0.0852
H -7.0191 -0.5138 -2.3610 0.0977
H -4.8843 0.6713 -1.9180 0.1185
H 2.0252 -4.1568 -3.3755 0.0952
H 2.8359 -0.1363 -3.4253 0.0907
H -3.9929 5.5043 -2.9570 0.0935
H 2.6422 5.3252 0.9419 0.0867
H 1.5513 -4.2066 3.4612 0.0617
H 2.1618 3.9800 3.5162 0.0852
H -6.8338 -2.3184 1.5391 0.0994
H 2.2345 0.1576 -5.0839 0.0797
H -1.2108 0.7718 -3.5756 0.0820
H 0.0185 -3.6115 2.7934 0.0390
H 3.8605 4.3164 1.7413 0.0854
H 5.4830 -4.8248 -0.8460 0.0861
H 0.7723 2.9083 3.1661 0.0866
H 2.2764 -0.9648 3.6836 0.0675
H 1.3652 -2.2388 -1.9450 0.0023
H -1.7202 4.6024 -2.4114 0.1029
H -0.7033 -0.8594 -4.0652 0.0369
H -5.9125 1.6646 4.7981 0.0935
H -1.4808 2.7673 -0.7964 0.0808
H -0.4357 0.5132 -5.1877 0.0802
H 1.7612 -1.3285 -4.2125 0.0844
H 3.3701 3.9461 0.0645 0.0876
H 0.9694 -2.5577 3.8512 0.0510
H 1.7030 -3.5411 0.9828 0.1171
H 3.1930 0.0710 2.5417 0.0771
H -6.0103 4.5362 -1.8307 0.0941
H -3.9112 1.3390 6.2543 0.0956
H -5.7583 2.6654 -0.2077 0.1031
H -1.6710 1.0019 5.1926 0.1047
H -1.4343 1.0327 2.7474 0.0304
H -4.6943 -1.1274 1.9864 0.1185
H 3.6728 -0.6575 0.4151 0.1297


[5]
16
Properties=species:S:1:pos:R:3:lowdin_charge:R:1 method="wB97M-V/def2-TZVPD" e_tot_ha=-321.91337 lumo_ev="0.28 / -0.02" homo_energy_ev="-7.21 / -6.66" charge=0
N 2.5792 -0.2024 -0.2261 0.1116
N -2.4535 1.4207 0.7042 0.0990
N -1.8713 -0.8547 -0.9907 0.0152
C -0.9603 -0.0494 -0.4925 -0.5036
C -1.3060 1.2340 0.2160 -0.2580
C 0.3440 -0.7985 0.5941 -0.0874
C 1.3676 -0.7847 -0.3893 -0.1900
H 3.1420 0.0046 -1.0351 0.1060
H 2.7312 0.3816 0.5808 0.1084
H -0.4539 1.9186 0.3486 0.1056
H -2.1345 -1.5673 -0.3120 0.0172
H -0.0582 -1.7601 0.8994 0.0990
H -0.1822 0.3032 -1.2938 0.1129
H 1.2263 -1.3616 -1.2945 0.1307
H 0.5448 -0.1821 1.4694 0.0892
H -2.5152 2.2981 1.2215 0.0441


[6]
120
Properties=species:S:1:pos:R:3:lowdin_charge:R:1 method="wB97M-V/def2-TZVPD" e_tot_ha=-3057.44856 lumo_ev=-0.63 homo_energy_ev=-10.27 charge=0
O 2.4528 -0.5737 5.8261 -0.0556
O 0.8195 2.0501 1.9107 -0.1184
O -4.1216 -1.9626 3.8310 -0.0508
O -4.2763 -1.8560 -1.2890 -0.0778
O 0.0071 1.8825 4.2856 -0.0725
O 0.8500 -2.4195 -1.9382 -0.0467
O -3.4122 -3.0786 -3.2859 -0.0840
O 3.0040 -1.0304 -0.4368 -0.0543
O -2.6089 0.6867 4.1278 -0.0691
O 2.4438 2.7425 -2.4236 -0.0563
O 0.7163 0.8139 -0.3537 -0.0732
O 6.2299 -1.4268 -1.8266 -0.0266
O -0.2994 -1.1694 1.9461 -0.0335
O -1.2858 -0.1567 6.1676 -0.0469
O 0.3127 4.2925 -0.0867 -0.0430
O -1.3004 -4.3232 -0.8533 -0.0410
O 3.3364 -5.8013 1.9054 -0.0725
O -2.4533 4.9284 -0.3503 -0.0414
O 3.5978 -5.3771 -1.2576 -0.0627
O -4.0782 -0.3068 1.2465 -0.0586
O -1.9058 0.0074 -0.8442 -0.0449
O -2.6617 2.4953 -4.8309 -0.0425
O 5.6764 0.2109 1.6682 -0.0445
O -3.4803 -4.1026 2.0070 -0.0643
O 1.0249 -1.0183 -4.7477 -0.0563
O 3.6175 0.9277 -3.7742 -0.0224
O -5.3073 2.8410 1.9262 -0.0592
O -0.8678 -4.9052 2.5142 -0.0449
O 1.3224 6.2310 -2.5045 -0.0673
O 1.8127 -3.3257 1.2555 -0.0338
O -3.4810 -0.2356 -3.8481 -0.0381
O -1.4563 3.0051 -2.8169 -0.0496
O -1.7499 -2.1303 -5.3049 -0.0751
O 3.4700 4.7237 -0.7384 -0.0555
O -1.5958 1.8919 1.1620 -0.0398
O 1.9825 -0.2411 3.2597 -0.0828
O -0.7863 -2.9001 4.6011 -0.0463
O -0.0411 0.2149 -2.7731 -0.1180
O 0.3066 2.0887 -4.4264 -0.0259
O 2.7568 4.8908 1.7950 -0.0382
H -1.6383 -1.4047 -4.6593 0.0135
H -2.3996 3.1704 -2.7597 0.0524
H 0.2620 3.7054 0.6815 0.0111
H 0.3651 2.2382 5.1000 0.0475
H -1.2043 2.3758 0.4349 0.0217
H 0.1159 1.0559 -3.3126 -0.0136
H 1.2795 -0.0835 -4.6636 0.0222
H 2.7234 -0.8408 3.4611 0.0511
H -4.4333 0.3290 0.6043 0.0500
H 0.6112 2.7275 -3.7741 0.0469
H 2.1044 -1.2654 -0.7335 0.0091
H 1.8193 -0.7893 6.5197 0.0353
H -0.3625 -0.8161 1.0460 0.0216
H -0.9522 0.3552 -2.4346 0.0167
H 0.4829 -1.9401 -2.6904 0.0018
H -1.6466 0.8047 4.0826 -0.0103
H -0.8320 -2.3776 -5.0709 0.0355
H 0.4450 2.2196 3.4585 -0.0026
H -0.4931 -4.8496 -0.9016 0.0461
H -2.0945 0.1462 0.0980 0.0182
H 2.8405 4.3761 -0.0972 0.0011
H 3.8755 -4.7197 -0.5983 0.0187
H 2.1636 5.7718 -2.6367 0.0208
H 3.1323 0.0948 -3.8398 0.0408
H 1.7671 -1.2575 -5.3282 0.0693
H 6.5422 -0.1098 1.9203 0.0323
H -2.5198 -4.1198 2.0447 -0.0243
H -4.5748 -1.3442 3.2526 0.0198
H -1.8919 -4.7284 -1.5018 0.0492
H -1.3644 -3.6309 4.3797 0.0184
H 4.3323 0.7452 -3.1556 0.0363
H 2.3896 4.5016 2.5927 0.0507
H -2.6464 -0.5457 -1.1355 0.0121
H 5.4384 0.0259 0.7589 0.0021
H 3.2078 2.1497 -2.4284 0.0119
H 1.1544 5.9487 -1.5953 -0.0006
H -0.3673 -0.3426 5.9809 0.0080
H -0.8876 -0.6223 2.4811 0.0356
H -3.4863 -1.4669 4.3581 0.0211
H 1.4151 1.4674 -0.2325 0.0430
H -2.9186 -3.5257 -3.9996 0.0609
H -3.8728 -2.4700 -3.8862 0.0462
H 3.4764 -0.8920 -1.2607 0.0049
H 0.8952 -3.4013 0.9648 0.0264
H 3.5136 5.4333 2.0312 0.0587
H -4.5010 3.1124 2.3926 0.0300
H -0.6144 2.0060 -4.6524 0.0243
H 2.6392 3.2700 -1.6222 0.0034
H 0.5090 1.3213 1.2737 0.0526
H 1.4407 -1.0275 3.0616 0.0169
H -1.0483 3.7487 -2.3525 0.0399
H -3.5274 2.9082 -4.8715 0.0789
H -1.6527 -5.4503 2.4148 0.0470
H -2.8070 1.1023 3.2748 0.0078
H -2.3762 2.1144 -5.6663 0.0720
H -2.1921 5.8550 -0.2893 0.0617
H 3.6244 -4.9203 1.6256 0.0089
H 2.2487 0.3363 5.5885 0.0226
H -5.1616 1.8887 2.0822 0.0222
H -0.4738 4.1505 -0.6206 -0.0101
H 4.2199 5.0912 -0.2711 0.0510
H -1.8592 -0.9044 6.3271 0.0378
H -2.7468 4.7325 0.5476 0.0492
H 0.1179 -3.0557 4.3309 0.0282
H -4.4174 -2.8109 -1.3013 0.0597
H 2.3154 -2.7941 0.6382 0.0023
H -1.2956 2.1426 2.0414 0.0384
H -3.7843 -3.3398 2.5192 -0.0050
H -3.8253 -0.9683 0.5646 0.0247
H -3.6079 -1.8532 -2.0258 0.0087
H -3.0714 0.4995 -4.3334 0.0206
H 6.7215 -1.2182 -1.0348 0.0350
H 0.1728 -2.9297 -1.4852 0.0023
H 2.6630 -5.8183 1.2056 0.0149
H 3.8682 -4.7731 -1.9731 0.0449
H 1.7608 1.9269 2.0898 0.0734
H 5.5474 -0.8459 -2.1480 -0.0024
H -3.4855 0.0855 -2.9355 0.0357
H -0.0215 -5.3502 2.5329 0.0561
H 0.2832 1.0855 -1.2082 0.0431